ORCA calculation (ωB97M-V/def2-TZVPD) on 17 unconnected molecules or ions with the total composition C36H102F3O18 in a non-equilibrium geometry.

Last column: Löwdin charge in e.
Geometry (Å):
C: -7.61 -23.77 5.74  -0.41
O: -8.14 -22.44 5.82  -0.10
O: -7.96 -24.50 6.83  -0.19
C: -7.70 -24.35 4.30  -0.50
F: -8.94 -24.66 3.85  0.12
F: -7.20 -23.42 3.45  0.10
F: -6.94 -25.44 4.19  0.14
C: -9.49 -22.19 5.48  -0.24
C: -9.69 -20.72 5.84  -0.05
H: -9.13 -20.49 6.75  0.08
H: -9.23 -20.07 5.09  0.05
H: -10.73 -20.45 6.00  0.06
H: -10.26 -22.72 6.05  0.11
H: -9.64 -22.29 4.40  0.08
H: -6.54 -23.49 5.85  0.15
C: -13.22 -23.16 4.36  -0.09
C: -12.28 -24.31 4.65  -0.31
O: -12.89 -25.53 4.21  -0.08
H: -12.80 -22.19 4.62  0.06
H: -14.15 -23.29 4.91  0.08
H: -13.44 -23.20 3.29  0.07
H: -12.11 -24.40 5.73  0.10
H: -11.37 -24.13 4.08  0.09
H: -12.59 -25.72 3.32  0.03
C: -4.26 -27.05 4.77  -0.10
C: -3.59 -26.03 5.69  -0.31
O: -3.65 -26.50 7.04  -0.11
H: -3.76 -28.02 4.82  0.08
H: -4.30 -26.67 3.75  0.06
H: -5.30 -27.22 5.06  0.06
H: -4.15 -25.09 5.61  0.10
H: -2.55 -25.87 5.42  0.10
H: -4.57 -26.30 7.34  0.05
C: -7.27 -27.21 9.63  -0.08
C: -6.28 -26.05 9.66  -0.29
O: -5.88 -25.66 8.36  -0.11
H: -6.90 -28.09 9.10  0.08
H: -8.22 -26.93 9.16  0.04
H: -7.49 -27.54 10.65  0.07
H: -5.41 -26.43 10.20  0.11
H: -6.72 -25.18 10.16  0.11
H: -6.67 -25.32 7.88  0.06
C: -13.07 -20.75 8.45  -0.07
C: -13.98 -21.45 7.44  -0.31
O: -15.34 -21.37 7.88  -0.08
H: -13.24 -21.14 9.45  0.07
H: -13.25 -19.67 8.38  0.07
H: -12.03 -20.90 8.17  0.06
H: -13.71 -22.49 7.26  0.10
H: -13.93 -20.94 6.47  0.08
H: -15.77 -20.61 7.48  0.07
C: -10.40 -28.19 1.68  -0.06
C: -10.78 -26.79 1.26  -0.28
O: -12.13 -26.53 1.67  -0.09
H: -10.71 -28.39 2.71  0.06
H: -9.33 -28.33 1.58  0.06
H: -10.91 -28.96 1.10  0.08
H: -10.67 -26.59 0.18  0.10
H: -10.08 -26.07 1.70  0.10
H: -12.69 -26.94 1.01  0.10
C: -7.31 -20.43 2.33  -0.07
C: -7.45 -18.95 2.66  -0.32
O: -6.41 -18.24 2.02  -0.06
H: -7.38 -20.59 1.26  0.09
H: -8.05 -21.03 2.85  0.06
H: -6.36 -20.80 2.73  0.03
H: -7.47 -18.83 3.75  0.08
H: -8.43 -18.59 2.33  0.11
H: -6.24 -17.42 2.50  0.08
C: -11.80 -24.92 10.06  -0.08
C: -10.81 -25.28 8.95  -0.33
O: -9.97 -24.15 8.79  -0.09
H: -12.33 -24.02 9.74  0.06
H: -11.32 -24.81 11.02  0.07
H: -12.50 -25.75 10.20  0.07
H: -11.37 -25.41 8.01  0.09
H: -10.32 -26.23 9.18  0.10
H: -9.37 -24.27 8.02  0.04
C: -11.84 -22.53 1.02  -0.07
C: -10.82 -21.64 1.76  -0.26
O: -11.30 -20.29 1.69  -0.10
H: -11.63 -22.53 -0.05  0.07
H: -12.84 -22.15 1.18  0.07
H: -11.71 -23.57 1.32  0.06
H: -9.79 -21.66 1.39  0.09
H: -10.84 -21.96 2.81  0.08
H: -10.85 -19.87 0.95  0.10
C: -7.39 -24.43 0.31  -0.12
C: -8.81 -24.12 -0.20  -0.30
O: -9.07 -25.11 -1.18  -0.08
H: -7.39 -25.36 0.87  0.09
H: -7.12 -23.59 0.96  0.07
H: -6.70 -24.49 -0.52  0.09
H: -8.90 -23.10 -0.60  0.11
H: -9.51 -24.11 0.64  0.08
H: -10.01 -25.07 -1.42  0.08
C: -6.98 -28.56 3.11  -0.08
C: -7.28 -30.05 3.13  -0.31
O: -6.48 -30.67 2.11  -0.09
H: -7.24 -28.19 2.12  0.06
H: -5.90 -28.41 3.19  0.06
H: -7.45 -27.98 3.90  0.07
H: -8.33 -30.20 2.87  0.09
H: -7.10 -30.52 4.10  0.11
H: -6.84 -31.54 1.98  0.07
C: -13.21 -18.75 4.51  -0.09
C: -14.26 -19.47 3.70  -0.31
O: -13.93 -19.45 2.31  -0.10
H: -12.99 -17.75 4.15  0.08
H: -12.28 -19.32 4.50  0.05
H: -13.50 -18.66 5.57  0.07
H: -15.24 -19.00 3.80  0.11
H: -14.36 -20.52 4.01  0.09
H: -13.06 -19.89 2.21  0.03
C: -9.74 -17.23 5.37  -0.09
C: -10.34 -17.19 6.78  -0.30
O: -11.66 -16.66 6.76  -0.09
H: -9.66 -16.20 5.00  0.07
H: -10.41 -17.73 4.66  0.06
H: -8.80 -17.77 5.36  0.05
H: -9.69 -16.57 7.41  0.11
H: -10.42 -18.21 7.15  0.10
H: -11.62 -15.74 6.50  0.08
C: -5.11 -24.43 1.33  -0.12
C: -4.48 -23.46 2.31  -0.30
O: -3.43 -22.76 1.65  -0.08
H: -5.94 -24.95 1.82  0.04
H: -4.35 -25.16 1.03  0.10
H: -5.55 -23.98 0.44  0.04
H: -4.05 -24.01 3.16  0.11
H: -5.26 -22.81 2.73  0.08
H: -3.10 -22.10 2.29  0.04
C: -4.98 -20.47 4.86  -0.06
C: -4.06 -20.10 3.70  -0.30
O: -2.83 -20.83 3.75  -0.08
H: -4.58 -20.11 5.81  0.08
H: -5.22 -21.53 4.90  0.07
H: -5.90 -19.93 4.63  0.06
H: -3.91 -19.02 3.63  0.11
H: -4.54 -20.38 2.76  0.09
H: -2.33 -20.52 4.52  0.09
C: -5.59 -20.55 9.24  -0.09
C: -6.14 -21.45 8.16  -0.33
O: -6.83 -22.50 8.82  -0.08
H: -6.36 -20.17 9.92  0.07
H: -5.03 -19.70 8.85  0.06
H: -4.89 -21.13 9.85  0.07
H: -5.40 -21.89 7.48  0.10
H: -6.86 -20.94 7.51  0.09
H: -7.09 -23.14 8.14  0.04
C: -10.66 -28.62 5.47  -0.08
C: -10.28 -27.18 5.74  -0.33
O: -9.11 -27.12 6.53  -0.09
H: -11.53 -28.69 4.82  0.07
H: -10.77 -29.19 6.39  0.08
H: -9.89 -29.11 4.86  0.06
H: -11.06 -26.71 6.35  0.09
H: -10.24 -26.65 4.79  0.09
H: -8.85 -26.17 6.59  0.04

Calculated values
Charge = -1
Kohn-Sham gap = 8.5 eV
E = -3086.63911 Eh
E_LUMO = 1.82 eV
Molecular weight = 880.19 g/mol

=====

ORCA calculation (ωB97M-V/def2-TZVPD) on a molecular structure, C36H103N9O13Sr2 in a non-equilibrium geometry.

Last column: Löwdin charge in e.
Geometry (Å):
Sr: -1.50 1.13 0.51  1.43
Sr: 0.65 3.36 1.88  1.41
O: -0.59 1.41 2.78  -0.63
H: -0.28 1.15 3.67  -0.06
O: -1.64 3.52 0.72  -0.63
H: -1.71 4.46 0.46  -0.04
O: 2.07 5.12 1.17  -0.61
H: 2.47 4.98 0.29  -0.14
O: 0.84 1.57 0.01  -0.59
H: 1.22 0.81 -0.47  -0.04
C: -0.21 -2.98 3.07  -0.05
C: -1.01 -2.78 1.80  -0.36
C: -2.31 -3.70 1.62  -0.11
O: -1.85 -5.04 1.31  -0.21
C: -2.08 -6.06 2.31  -0.10
N: -1.42 -1.36 1.77  0.01
H: 0.06 -4.02 3.22  0.07
H: -0.75 -2.77 3.99  0.07
H: 0.71 -2.39 3.03  0.07
H: -0.28 -2.94 1.01  0.12
H: -2.89 -3.33 0.78  0.12
H: -2.84 -3.74 2.57  0.11
H: -1.50 -5.93 3.23  0.07
H: -1.86 -7.05 1.92  0.08
H: -3.07 -5.97 2.76  0.08
H: -2.21 -1.31 2.40  0.02
H: -0.70 -0.91 2.32  0.03
C: -5.63 -0.56 -1.58  -0.03
C: -4.19 -0.51 -0.96  -0.37
C: -2.99 -0.75 -1.94  -0.16
O: -1.71 -0.64 -1.32  -0.30
C: -0.68 -0.42 -2.27  -0.10
N: -3.93 0.85 -0.50  -0.03
H: -6.23 -0.79 -0.71  0.06
H: -5.85 -1.27 -2.38  0.08
H: -6.03 0.43 -1.77  0.07
H: -4.22 -1.23 -0.15  0.10
H: -3.14 0.03 -2.69  0.11
H: -3.09 -1.70 -2.48  0.13
H: 0.32 -0.40 -1.85  0.08
H: -0.87 0.48 -2.86  0.08
H: -0.66 -1.31 -2.90  0.08
H: -4.57 1.17 0.22  0.05
H: -4.06 1.45 -1.30  0.06
C: -1.03 4.53 -3.44  -0.06
C: -2.15 3.66 -2.89  -0.42
C: -2.90 2.71 -3.88  -0.19
O: -4.25 2.39 -3.50  -0.20
C: -5.16 3.39 -4.00  -0.08
N: -1.65 2.83 -1.87  0.02
H: -0.14 4.00 -3.76  0.06
H: -0.72 5.29 -2.72  0.08
H: -1.32 5.10 -4.33  0.07
H: -2.95 4.30 -2.55  0.13
H: -2.32 1.79 -3.99  0.10
H: -2.89 3.10 -4.90  0.11
H: -6.17 2.99 -3.98  0.08
H: -4.96 3.72 -5.02  0.09
H: -5.19 4.21 -3.28  0.08
H: -1.61 3.44 -1.06  0.01
H: -0.66 2.86 -2.09  0.04
C: -6.14 1.35 2.52  -0.06
C: -4.85 0.78 3.02  -0.40
C: -4.72 -0.83 2.95  -0.11
O: -3.49 -1.30 3.46  -0.27
C: -3.16 -0.98 4.83  -0.06
N: -3.82 1.40 2.20  0.00
H: -6.35 0.86 1.57  0.08
H: -6.16 2.44 2.53  0.09
H: -6.88 1.03 3.25  0.08
H: -4.61 1.13 4.02  0.13
H: -4.52 -1.10 1.91  0.11
H: -5.40 -1.49 3.49  0.13
H: -3.98 -0.92 5.55  0.09
H: -2.61 -0.04 4.91  0.09
H: -2.54 -1.77 5.24  0.08
H: -3.96 2.38 2.01  0.08
H: -2.99 1.34 2.77  0.04
C: 3.92 3.70 -1.36  -0.07
C: 3.06 3.14 -2.45  -0.38
C: 3.27 1.63 -2.57  -0.19
O: 4.50 1.42 -3.24  -0.22
C: 4.66 0.31 -4.14  -0.08
N: 1.65 3.29 -2.04  0.05
H: 3.62 3.48 -0.33  0.05
H: 3.99 4.77 -1.56  0.09
H: 4.94 3.32 -1.34  0.08
H: 3.36 3.67 -3.36  0.14
H: 2.49 1.24 -3.23  0.12
H: 3.17 1.15 -1.60  0.11
H: 5.70 0.35 -4.47  0.10
H: 3.95 0.35 -4.97  0.07
H: 4.34 -0.60 -3.63  0.06
H: 1.60 4.11 -1.44  0.06
H: 1.52 2.55 -1.36  0.00
C: 1.56 3.95 6.51  -0.05
C: 0.82 3.86 5.14  -0.45
C: 0.26 5.24 4.78  -0.24
O: -0.15 5.32 3.46  -0.26
C: -0.67 6.66 3.16  -0.04
N: 1.78 3.39 4.22  -0.02
H: 2.34 4.70 6.58  0.09
H: 1.88 2.95 6.82  0.08
H: 0.85 4.20 7.30  0.07
H: -0.11 3.30 5.17  0.14
H: 1.03 5.97 5.03  0.13
H: -0.57 5.38 5.48  0.13
H: 0.11 7.39 3.39  0.09
H: -1.60 7.02 3.61  0.09
H: -0.77 6.80 2.08  0.09
H: 2.38 4.20 4.15  0.10
H: 2.34 2.68 4.68  0.08
C: 2.76 -0.25 2.97  -0.07
C: 3.70 0.72 2.31  -0.36
C: 4.34 0.01 1.04  -0.22
O: 5.00 0.88 0.18  -0.19
C: 5.78 0.19 -0.82  -0.08
N: 2.80 1.76 1.79  -0.02
H: 1.87 -0.53 2.41  0.07
H: 2.37 0.16 3.90  0.07
H: 3.33 -1.13 3.29  0.08
H: 4.49 1.08 2.97  0.14
H: 3.50 -0.45 0.53  0.11
H: 5.11 -0.67 1.40  0.12
H: 6.69 -0.18 -0.35  0.08
H: 6.19 0.93 -1.51  0.08
H: 5.33 -0.61 -1.40  0.08
H: 2.09 1.37 1.20  -0.02
H: 3.32 2.30 1.12  0.05
C: 1.25 -7.48 -0.32  -0.07
C: 2.21 -6.33 0.06  -0.40
C: 1.46 -5.02 0.41  -0.20
O: 2.31 -4.11 1.13  -0.19
C: 3.15 -3.37 0.31  -0.12
N: 2.82 -6.89 1.29  0.04
H: 1.75 -8.39 -0.64  0.08
H: 0.52 -7.28 -1.10  0.07
H: 0.53 -7.63 0.48  0.07
H: 2.89 -6.03 -0.74  0.12
H: 0.64 -5.24 1.10  0.10
H: 0.97 -4.67 -0.50  0.12
H: 2.68 -2.57 -0.27  0.08
H: 3.75 -4.02 -0.33  0.08
H: 3.81 -2.93 1.06  0.08
H: 3.54 -6.24 1.55  0.06
H: 2.11 -6.75 2.00  0.07
C: 0.63 -4.63 -4.53  -0.06
C: 1.97 -3.83 -4.71  -0.38
C: 1.75 -2.32 -4.58  -0.16
O: 0.83 -1.91 -5.62  -0.19
C: 1.32 -1.78 -6.91  -0.14
N: 2.83 -4.51 -3.70  0.03
H: 0.05 -4.31 -5.40  0.06
H: 0.08 -4.42 -3.62  0.08
H: 0.79 -5.70 -4.69  0.07
H: 2.34 -3.97 -5.72  0.13
H: 2.66 -1.72 -4.66  0.10
H: 1.36 -2.03 -3.60  0.10
H: 0.99 -0.77 -7.16  0.09
H: 0.80 -2.40 -7.63  0.08
H: 2.39 -1.85 -7.12  0.09
H: 3.09 -5.40 -4.10  0.06
H: 2.28 -4.65 -2.87  0.04

Calculated values
Kohn-Sham gap = 7.5 eV
E = -2965.66606 Eh
E_LUMO = 0.32 eV
Molecular weight = 1045.51 g/mol

=====

ORCA calculation (ωB97M-V/def2-TZVPD) on 14 unconnected molecules or ions with the total composition C36H104N4O14 in a non-equilibrium geometry.

Last column: Löwdin charge in e.
Geometry (Å):
C: -6.09 0.77 -2.91  -0.08
C: -5.27 0.77 -1.62  -0.31
O: -4.98 -0.57 -1.26  -0.14
H: -7.16 0.61 -2.76  0.07
H: -5.79 -0.11 -3.48  0.07
H: -5.96 1.67 -3.51  0.07
H: -5.77 1.30 -0.81  0.10
H: -4.30 1.24 -1.83  0.09
H: -4.06 -0.65 -0.90  0.03
C: -2.10 -1.74 6.39  -0.08
C: -1.95 -0.43 5.63  -0.31
O: -1.34 0.58 6.44  -0.12
H: -2.64 -2.45 5.76  0.07
H: -2.73 -1.58 7.26  0.07
H: -1.16 -2.17 6.73  0.07
H: -2.92 -0.01 5.35  0.10
H: -1.38 -0.49 4.70  0.09
H: -0.39 0.35 6.48  0.03
C: -2.37 1.05 -4.78  -0.08
C: -2.53 0.39 -6.14  -0.32
O: -3.52 1.12 -6.85  -0.08
H: -3.40 1.15 -4.42  0.07
H: -1.84 2.00 -4.76  0.05
H: -1.87 0.40 -4.06  0.04
H: -2.74 -0.67 -5.96  0.10
H: -1.62 0.47 -6.74  0.11
H: -3.81 0.58 -7.60  0.08
C: -6.27 -0.09 2.15  -0.09
C: -6.37 1.05 3.14  -0.32
O: -5.31 0.95 4.07  -0.09
H: -7.16 -0.05 1.52  0.08
H: -6.18 -1.03 2.69  0.07
H: -5.39 -0.09 1.50  0.05
H: -7.37 1.08 3.59  0.11
H: -6.33 2.00 2.59  0.11
H: -4.62 1.59 3.88  0.03
C: -6.43 -5.01 0.59  -0.09
C: -5.88 -3.66 0.17  -0.37
O: -6.72 -3.04 -0.76  -0.07
H: -7.39 -4.85 1.07  0.08
H: -5.87 -5.50 1.39  0.07
H: -6.33 -5.70 -0.25  0.07
H: -4.87 -3.83 -0.24  0.10
H: -5.68 -3.04 1.05  0.09
H: -6.35 -2.18 -0.99  0.05
C: 2.42 2.69 -3.53  -0.08
C: 3.78 2.75 -4.24  -0.31
O: 4.12 1.38 -4.48  -0.10
H: 1.91 3.66 -3.55  0.06
H: 2.63 2.33 -2.53  0.06
H: 1.76 2.09 -4.16  0.08
H: 4.59 3.32 -3.78  0.10
H: 3.68 3.24 -5.22  0.10
H: 5.05 1.25 -4.69  0.08
C: 5.72 3.38 0.24  -0.07
C: 4.42 3.44 1.02  -0.34
O: 4.68 3.39 2.41  -0.08
H: 6.25 2.47 0.51  0.06
H: 6.40 4.21 0.48  0.07
H: 5.67 3.49 -0.85  0.06
H: 3.85 2.51 0.83  0.10
H: 3.76 4.26 0.71  0.10
H: 3.84 3.25 2.88  0.05
C: -2.62 4.14 1.79  -0.08
C: -2.76 3.11 2.90  -0.29
O: -3.90 3.45 3.68  -0.08
H: -3.17 3.87 0.89  0.07
H: -1.60 4.26 1.41  0.05
H: -2.92 5.15 2.08  0.08
H: -1.92 2.95 3.59  0.11
H: -2.92 2.18 2.35  0.08
H: -3.61 4.20 4.21  0.10
C: -1.25 3.83 -2.70  -0.09
C: -0.81 5.07 -1.95  -0.29
O: -1.97 5.51 -1.21  -0.10
H: -1.67 3.06 -2.05  0.07
H: -0.44 3.35 -3.25  0.05
H: -1.97 4.12 -3.46  0.08
H: -0.44 5.87 -2.59  0.11
H: -0.05 4.83 -1.20  0.10
H: -2.11 6.45 -1.35  0.08
C: 5.41 -0.55 1.87  -0.10
C: 4.58 -1.79 1.58  -0.29
O: 5.45 -2.51 0.71  -0.13
H: 6.31 -0.82 2.41  0.08
H: 4.89 0.09 2.60  0.05
H: 5.70 0.14 1.07  0.06
H: 3.59 -1.64 1.15  0.09
H: 4.51 -2.26 2.57  0.11
H: 5.11 -2.60 -0.20  0.02
C: 2.21 0.35 3.92  -0.05
C: 2.20 1.42 5.02  -0.40
C: 1.35 2.59 4.56  -0.20
O: 1.93 3.05 3.36  -0.24
C: 1.23 4.10 2.71  -0.05
N: 1.68 0.70 6.20  0.05
H: 2.69 -0.56 4.28  0.08
H: 2.63 0.65 2.97  0.05
H: 1.16 0.11 3.71  0.08
H: 3.20 1.85 5.11  0.14
H: 1.45 3.39 5.31  0.13
H: 0.29 2.37 4.43  0.12
H: 1.73 4.28 1.76  0.08
H: 1.12 4.96 3.36  0.10
H: 0.26 3.66 2.42  0.06
H: 1.66 1.36 6.97  0.09
H: 2.36 -0.02 6.42  0.08
C: 6.36 -2.24 -3.17  -0.03
C: 5.39 -3.40 -2.70  -0.38
C: 6.00 -4.54 -1.88  -0.20
O: 7.02 -5.16 -2.63  -0.19
C: 7.94 -5.89 -1.85  -0.11
N: 4.33 -2.73 -1.90  0.04
H: 5.93 -1.91 -4.11  0.07
H: 7.36 -2.67 -3.25  0.07
H: 6.41 -1.45 -2.43  0.07
H: 4.98 -3.76 -3.65  0.13
H: 5.18 -5.26 -1.80  0.13
H: 6.32 -4.16 -0.91  0.12
H: 7.42 -6.63 -1.23  0.09
H: 8.48 -5.20 -1.20  0.09
H: 8.59 -6.48 -2.50  0.09
H: 4.33 -1.80 -2.30  0.07
H: 3.44 -3.10 -2.25  0.07
C: -2.31 -0.94 1.65  -0.03
C: -1.83 0.10 0.61  -0.36
C: -0.39 0.64 0.55  -0.16
O: 0.44 -0.44 0.15  -0.19
C: 1.69 0.07 -0.32  -0.09
N: -2.34 -0.45 -0.65  0.05
H: -2.47 -0.36 2.56  0.06
H: -1.63 -1.77 1.87  0.07
H: -3.27 -1.39 1.41  0.07
H: -2.48 0.94 0.86  0.11
H: -0.04 1.05 1.50  0.12
H: -0.38 1.41 -0.23  0.12
H: 2.31 0.38 0.53  0.07
H: 1.68 0.92 -1.00  0.07
H: 2.27 -0.71 -0.80  0.08
H: -2.14 0.13 -1.47  0.08
H: -1.69 -1.20 -0.90  0.05
C: -1.28 -3.48 -4.22  -0.06
C: -0.91 -3.02 -2.80  -0.41
C: 0.35 -3.80 -2.33  -0.20
O: 0.95 -3.23 -1.18  -0.22
C: 0.25 -3.62 0.02  -0.06
N: -0.61 -1.57 -2.94  0.04
H: -2.11 -2.90 -4.61  0.07
H: -1.49 -4.54 -4.37  0.08
H: -0.50 -3.16 -4.92  0.08
H: -1.74 -3.12 -2.10  0.13
H: 1.07 -3.79 -3.14  0.12
H: 0.01 -4.81 -2.08  0.12
H: 0.23 -4.71 0.13  0.09
H: -0.76 -3.25 -0.14  0.07
H: 0.67 -3.08 0.86  0.09
H: -0.01 -1.35 -2.13  0.05
H: 0.15 -1.56 -3.63  0.08

Calculated values
Kohn-Sham gap = 9.7 eV
E = -2706.15528 Eh
E_LUMO = 0.27 eV
Molecular weight = 817.24 g/mol